No. 1
A molecular structure, C20H48INOP3Sn. Source: the Open Molecules 2025 dataset; level of theory: ωB97M-V with the def2-TZVPD basis set.

```
75
Properties=species:S:1:pos:R:3:mulliken_charge:R:1
C 3.392 1.893 -1.254 -1.6173
I 3.422 0.631 2.476 0.3071
H 2.987 2.097 -2.258 0.2858
H 4.262 1.217 -1.340 0.5707
H 3.624 2.846 -0.756 0.5141
Sn 2.012 0.873 0.039 1.0796
P 3.266 -1.031 -1.580 0.7442
C 4.097 -2.212 -0.461 -1.2102
C 2.102 -2.010 -2.578 -0.7587
H 2.684 -2.881 -2.916 0.5406
H 4.781 -1.495 -3.424 0.4351
H 1.774 -1.380 -3.425 0.3645
H 4.177 0.200 -3.476 0.3992
H 3.417 -2.496 0.362 0.2995
H 1.246 -2.325 -1.959 -0.1201
C 4.555 -0.601 -2.817 -1.2871
H 4.356 -3.081 -1.090 0.4260
H 5.473 -0.251 -2.314 0.4810
H 4.997 -1.724 -0.049 0.3465
P 1.210 3.578 -0.053 0.9699
C 1.179 4.132 1.675 -1.2785
C 2.117 4.878 -0.973 -1.3488
H -0.379 4.151 -1.735 0.5043
H -0.991 4.459 -0.063 0.4852
H -0.976 2.774 -0.736 -0.4381
C -0.464 3.749 -0.714 -0.6501
H 2.200 4.587 -2.033 0.4076
H 1.545 5.818 -0.897 0.4255
H 0.560 5.040 1.697 0.4622
H 2.210 4.359 1.990 0.3642
H 3.126 5.022 -0.555 0.4800
H 0.754 3.352 2.329 0.2679
C 1.657 -0.562 4.012 0.1160
O 0.914 -1.024 4.775 -0.0866
C -2.872 1.579 1.140 -1.6813
C -2.300 0.263 1.699 1.5672
C -1.377 0.609 2.875 -1.4387
C -3.449 -0.621 2.217 -2.0111
P -1.239 -0.677 0.397 2.3388
N 0.225 -0.037 0.373 -0.5541
C -1.074 -2.503 0.941 1.7643
C -2.386 -3.262 0.745 -2.1280
C 0.044 -3.202 0.153 -1.6738
C -0.742 -2.610 2.431 -1.7189
C -2.205 -0.680 -1.210 1.4540
C -1.728 -1.754 -2.210 -1.6876
C -3.714 -0.939 -0.990 -1.9396
C -2.058 0.673 -1.927 -1.5216
H -3.342 2.122 1.978 0.6312
H -3.665 1.441 0.391 0.2555
H -2.076 2.231 0.750 0.1570
H -1.894 1.345 3.511 0.5175
H -1.150 -0.254 3.510 0.2890
H -0.446 1.061 2.514 0.0378
H -4.163 -0.932 1.448 0.2903
H -3.105 -1.484 2.791 0.4035
H -4.034 -0.041 2.943 0.5554
H -2.668 -3.426 -0.292 0.4104
H -2.245 -4.263 1.160 0.5708
H -3.213 -2.842 1.317 0.3528
H 0.962 -2.598 0.136 0.0070
H 0.278 -4.145 0.670 0.6273
H -0.263 -3.490 -0.862 0.2535
H 0.154 -2.052 2.704 0.0534
H -1.582 -2.333 3.079 0.3234
H -0.549 -3.672 2.652 0.6574
H -1.982 -2.782 -1.922 0.2807
H -2.296 -1.577 -3.138 0.6695
H -0.660 -1.663 -2.459 0.1587
H -4.234 -0.128 -0.468 0.3529
H -4.169 -0.988 -1.988 0.5626
H -3.937 -1.913 -0.539 0.3057
H -2.681 1.458 -1.473 0.2973
H -1.002 0.977 -1.998 0.1430
H -2.444 0.528 -2.949 0.5856
```

Calculated values
Charge   +3
HOMO-LUMO gap (spin up / spin down)   4.9 / 4.8 eV
Total energy   -2455.77203 Ha
Multiplicity   1
HOMO energy (spin up / spin down)   -17.0214 / -17.1102 eV


No. 2
6 unconnected molecules or ions with the total composition C20H48N10O2P2. Source: the Open Molecules 2025 dataset; level of theory: ωB97M-V with the def2-TZVPD basis set.

```
82
Properties=species:S:1:pos:R:3:lowdin_spin:R:1
O -2.852 -1.077 3.701 0.0001
P -1.922 -1.724 2.732 0.0001
N -2.424 -1.583 1.195 0.0001
C -1.636 -2.203 0.139 0.0000
C -3.156 -0.412 0.780 0.0000
N -1.731 -3.409 3.064 0.0000
C -0.924 -3.903 4.181 0.0000
C -2.684 -4.329 2.645 0.0000
N -0.283 -1.147 2.776 0.0019
C 0.056 -0.105 3.782 0.0002
C 0.842 -1.822 2.055 0.0007
H -1.306 -3.192 0.456 0.0000
H -0.808 -1.553 -0.143 -0.0001
H -2.169 -2.278 -0.809 0.0000
H -3.545 -0.575 -0.225 0.0000
H -2.551 0.494 0.765 0.0000
H -4.059 -0.339 1.384 0.0000
H -1.157 -3.374 5.105 0.0000
H -1.062 -4.953 4.440 0.0000
H 0.123 -3.813 3.892 0.0000
H -3.004 -4.914 3.508 0.0000
H -3.554 -3.793 2.265 0.0000
H -2.324 -4.976 1.846 0.0000
H -0.689 0.691 3.771 0.0000
H 0.115 -0.504 4.795 0.0001
H 1.011 0.380 3.583 0.0000
H 0.700 -2.875 1.811 0.0001
H 1.772 -1.806 2.623 0.0000
H 0.937 -1.393 1.057 0.0003
O 1.435 -1.320 -1.282 0.0238
P 2.762 -0.825 -1.743 -0.0088
N 3.863 -2.164 -1.781 0.0158
C 4.592 -2.460 -0.616 0.0039
C 3.573 -3.304 -2.646 0.0020
N 3.515 0.501 -0.891 0.3549
C 2.747 1.365 -0.045 0.0416
C 4.778 1.073 -1.425 0.0234
N 2.624 -0.249 -3.323 0.3621
C 3.740 -0.303 -4.292 0.0392
C 1.482 0.580 -3.794 0.0281
H 4.957 -3.484 -0.694 0.0004
H 3.857 -2.324 0.177 0.0025
H 5.376 -1.734 -0.402 -0.0003
H 4.383 -4.031 -2.695 -0.0002
H 3.364 -2.831 -3.606 0.0012
H 2.733 -3.852 -2.220 0.0007
H 3.336 1.855 0.730 0.0116
H 2.306 2.144 -0.668 0.0195
H 2.010 0.741 0.461 0.0009
H 5.272 1.502 -0.553 0.0069
H 5.425 0.314 -1.865 0.0004
H 4.561 1.874 -2.131 0.0121
H 4.449 -1.077 -3.998 0.0030
H 3.435 -0.350 -5.338 0.0077
H 4.357 0.595 -4.261 0.0205
H 1.520 1.571 -3.341 0.0138
H 0.520 0.091 -3.640 0.0063
H 1.510 0.790 -4.863 0.0021
C -2.846 2.527 3.041 0.0000
C -2.575 3.961 3.221 0.0000
N -2.339 5.047 3.416 0.0000
H -2.287 2.196 2.166 0.0000
H -3.908 2.412 2.825 0.0000
H -2.507 2.008 3.938 0.0000
C -0.781 2.311 -1.358 0.0003
C -1.535 1.206 -1.971 0.0002
N -2.191 0.359 -2.451 0.0001
H 0.181 1.848 -1.134 0.0003
H -1.295 2.612 -0.446 0.0000
H -0.712 3.080 -2.127 0.0000
C -1.788 5.728 0.257 0.0000
C -0.524 5.049 0.345 0.0000
N 0.458 4.447 0.409 0.0003
H -1.997 6.158 -0.723 0.0000
H -1.919 6.507 1.008 0.0000
H -2.599 5.006 0.350 0.0000
C -4.980 2.040 -3.322 0.0000
C -4.625 2.551 -2.025 0.0000
N -4.348 2.933 -0.944 0.0000
H -4.470 1.100 -3.533 0.0000
H -4.548 2.765 -4.012 0.0000
H -6.065 1.950 -3.362 0.0000
```

Calculated values
Expectation value of S²   0.7613
Charge   +1
HOMO-LUMO gap (spin up / spin down)   7.7 / 2.6 eV
Total energy   -2171.31029 Ha
Multiplicity   2
HOMO energy (spin up / spin down)   -10.1286 / -10.1279 eV


No. 3
A molecular structure, C20H50DyN2O4Si2. Source: the Open Molecules 2025 dataset; level of theory: ωB97M-V with the def2-TZVPD basis set.

```
79
Properties=species:S:1:pos:R:3:lowdin_spin:R:1
O -1.062 -1.337 -1.020 -0.0127
O 0.944 0.781 -3.437 0.0000
C -0.101 -2.390 -1.435 -0.0038
C -0.774 -3.745 -1.339 0.0002
H 0.772 -2.319 -0.759 -0.0018
H 0.247 -2.130 -2.442 -0.0001
H -0.963 -4.034 -0.297 0.0003
H -0.136 -4.500 -1.792 0.0000
H -1.729 -3.759 -1.871 0.0000
C -2.054 -0.856 -1.965 0.0004
C -1.724 -1.126 -3.411 0.0003
H -2.172 0.228 -1.813 0.0002
H -2.961 -1.352 -1.647 0.0000
H -0.756 -0.708 -3.681 0.0000
H -2.463 -0.616 -4.040 0.0000
H -1.759 -2.192 -3.640 0.0000
C 0.540 2.170 -3.278 0.0000
C 2.203 0.795 -4.147 0.0000
C -0.651 2.452 -4.169 0.0000
H 1.407 2.841 -3.559 0.0000
H 0.312 2.409 -2.221 0.0000
H -0.335 2.452 -5.223 0.0000
H -1.064 3.448 -3.970 0.0000
H -1.443 1.702 -4.028 0.0000
C 2.091 0.993 -5.654 0.0000
H 2.709 -0.150 -3.937 0.0000
H 2.841 1.595 -3.714 0.0000
H 1.205 0.498 -6.092 0.0000
H 2.982 0.573 -6.122 0.0000
H 2.062 2.060 -5.916 0.0000
H 2.817 1.674 -1.136 -0.0001
Dy -0.804 -0.670 0.986 5.0390
C 2.327 0.911 -0.525 -0.0014
Si 3.806 0.961 0.609 -0.0001
H 2.168 -0.047 -1.030 -0.0001
H 1.413 1.349 -0.054 -0.0008
C 4.946 -0.297 -0.184 0.0000
C 3.399 0.435 2.372 0.0000
C 4.304 2.763 0.496 0.0000
C -2.608 -1.813 1.592 0.0156
Si -3.640 -0.283 1.348 -0.0008
H -2.475 -2.016 2.690 0.0016
H -3.006 -2.765 1.134 0.0029
C -5.086 -0.699 0.230 -0.0003
C -2.761 1.179 0.548 -0.0110
C -4.259 0.287 3.025 0.0001
H 3.799 3.265 -0.340 0.0000
H 5.369 2.901 0.326 0.0000
H 4.056 3.339 1.390 0.0000
H 4.632 -1.318 0.082 0.0000
H 5.987 -0.165 0.136 0.0000
H 4.913 -0.217 -1.281 0.0000
H 2.858 -0.533 2.411 0.0001
H 2.758 1.168 2.907 0.0000
H 4.324 0.318 2.954 0.0000
H -3.335 1.420 -0.353 -0.0006
H -1.693 1.209 0.216 -0.0047
H -2.846 2.028 1.238 -0.0005
H -5.253 0.740 2.899 -0.0001
H -3.586 1.034 3.477 0.0001
H -4.346 -0.568 3.712 0.0000
H -5.988 -0.196 0.613 -0.0001
H -5.255 -1.787 0.223 0.0000
H -4.905 -0.365 -0.801 0.0000
C 0.561 -1.616 5.234 -0.0017
C 0.099 -0.991 3.974 -0.0147
N 0.357 -1.553 2.767 -0.0530
O 1.417 -2.498 2.786 -0.0057
C -0.514 0.312 3.958 -0.0420
C -0.883 1.087 5.176 -0.0068
N -0.638 0.873 2.716 0.0151
O -0.730 2.152 2.591 0.0926
H 1.214 -2.462 4.982 0.0000
H -0.313 -1.974 5.811 -0.0009
H 1.116 -0.879 5.835 -0.0001
H 1.065 -3.348 2.454 -0.0005
H -0.643 2.152 5.018 -0.0010
H -1.966 1.011 5.358 -0.0028
H -0.344 0.708 6.052 -0.0002
```

Calculated values
ΔE to the lowest compared entry with this formula, charge and spin   0.000 eV
Expectation value of S²   9.3636
Charge   +1
HOMO-LUMO gap (spin up / spin down)   7.3 / 7.4 eV
Total energy   -2666.20415 Ha
Multiplicity   6
HOMO energy (spin up / spin down)   -10.7634 / -10.6740 eV


No. 4
A molecular structure, C20H50F6K3N3O22S6. Source: the Open Molecules 2025 dataset; level of theory: ωB97M-V with the def2-TZVPD basis set.

```
110
Properties=species:S:1:pos:R:3:mulliken_charge:R:1
K 0.460 0.392 2.443 0.9262
K -2.711 1.344 2.357 0.7786
K 1.644 -1.780 -2.620 1.0072
N -1.200 0.094 0.393 0.3251
S -0.971 0.989 -0.928 0.7681
O -2.190 1.412 -1.580 -0.6230
O 0.264 0.783 -1.701 -0.3261
F -0.534 2.318 -0.142 -0.2459
S -1.665 -1.128 -0.477 0.0352
O -0.676 -1.686 -1.411 -0.1848
O -3.093 -1.226 -0.881 -0.6709
F -1.627 -2.195 0.736 -0.1478
N -0.734 2.144 4.132 0.0094
S 0.290 3.441 4.038 0.7093
O 1.680 3.064 4.040 -0.4561
O -0.103 4.717 4.542 -0.5185
F 0.043 3.482 2.434 -0.1962
S -0.942 2.184 5.593 0.8827
O -2.136 2.865 5.992 -0.6562
O 0.258 2.375 6.413 -0.5892
F -1.270 0.654 5.914 -0.2521
N 2.846 -2.913 -0.616 -0.2336
S 1.892 -3.432 0.665 0.9029
O 1.263 -2.272 1.293 0.0664
O 2.203 -4.606 1.437 -0.5617
F 0.765 -4.087 -0.282 -0.3370
S 3.990 -2.374 0.323 0.9001
O 4.913 -3.359 0.874 -0.6330
O 3.944 -1.081 0.929 -0.4911
F 4.866 -1.961 -1.014 -0.3933
C -5.506 0.104 -6.234 -0.5521
O -5.838 -1.250 -6.449 -0.4059
C -5.482 -2.195 -5.476 -0.4605
C -3.970 -2.627 -5.584 -0.4461
O -3.019 -1.531 -5.362 -0.4049
C -2.166 -1.611 -4.241 -0.3130
H -6.167 0.787 -6.769 0.2448
H -4.529 0.283 -6.686 0.2185
H -5.520 0.376 -5.178 0.2575
H -6.133 -3.068 -5.446 0.3725
H -5.637 -1.756 -4.487 0.2877
H -3.714 -3.026 -6.566 0.3552
H -3.842 -3.475 -4.908 0.3232
H -1.482 -2.462 -4.246 0.2428
H -2.786 -1.605 -3.343 0.2622
H -1.579 -0.705 -4.086 0.0366
C 2.109 4.549 -0.476 -0.2295
O 1.516 5.839 -0.100 -0.3288
C 2.443 6.884 0.123 -0.4510
C 2.977 6.760 1.552 -0.3105
O 3.770 7.950 1.818 -0.3901
C 4.747 7.839 2.863 -0.7017
H 1.306 3.818 -0.546 -0.0774
H 2.861 4.308 0.276 0.3377
H 2.583 4.554 -1.459 0.0985
H 1.779 7.743 0.226 0.2862
H 3.298 6.996 -0.544 0.2885
H 3.593 5.860 1.604 0.3129
H 2.163 6.590 2.257 0.2686
H 4.202 8.021 3.791 0.2929
H 5.412 8.701 2.810 0.2632
H 5.373 6.946 2.874 0.2914
C 2.164 4.257 -4.592 -0.9559
O 1.599 3.161 -3.976 -0.1864
C 1.502 1.997 -4.797 -0.2765
C 2.535 0.893 -4.678 -0.7103
O 2.754 0.451 -3.321 0.0348
C 3.679 1.321 -2.648 -0.8044
H 2.938 4.056 -5.338 0.4069
H 2.783 4.873 -3.939 0.2607
H 1.401 4.838 -5.114 0.3154
H 1.372 2.315 -5.833 0.5470
H 0.572 1.472 -4.572 -0.0038
H 3.504 1.144 -5.113 0.3524
H 2.108 0.007 -5.149 0.3247
H 4.020 0.866 -1.718 0.2597
H 3.137 2.211 -2.325 0.1479
H 4.450 1.744 -3.292 0.3749
C -0.970 -2.502 3.543 -0.8894
O 0.112 -1.761 4.110 -0.1218
C 1.330 -2.452 4.402 -0.1305
C 2.281 -1.488 5.098 -0.8635
O 2.721 -0.397 4.270 0.0068
C 3.625 0.422 5.011 -0.9428
H -1.211 -3.255 4.297 0.5073
H -0.546 -3.116 2.747 0.1898
H -1.858 -1.961 3.222 0.2871
H 1.783 -2.859 3.498 -0.0889
H 1.014 -3.278 5.043 0.4089
H 3.063 -2.109 5.537 0.4233
H 1.721 -1.036 5.919 0.3738
H 3.837 1.359 4.496 0.2022
H 4.534 -0.177 4.940 0.3795
H 3.373 0.734 6.025 0.3426
C -4.442 -4.420 -1.018 -0.2543
O -4.025 -5.330 0.027 -0.4645
C -3.055 -4.804 0.910 0.0131
C -2.818 -5.741 2.086 -0.6724
O -4.110 -5.914 2.752 -0.3216
C -4.312 -7.288 3.023 -0.7548
H -3.877 -3.489 -1.063 -0.0619
H -5.477 -4.174 -0.779 0.2941
H -4.358 -4.919 -1.983 0.2416
H -3.388 -3.820 1.244 0.2682
H -2.053 -4.685 0.491 0.2551
H -2.203 -5.223 2.822 0.1926
H -2.297 -6.621 1.709 0.4795
H -3.530 -7.766 3.614 0.2887
H -4.317 -7.794 2.055 0.3057
H -5.289 -7.499 3.457 0.2552
```

Calculated values
ΔE to the lowest compared entry with this formula, charge and spin   2.086 eV
HOMO-LUMO gap   8.2 eV
Total energy   -7399.44615 Ha
Multiplicity   1
HOMO energy   -9.5244 eV


No. 5
3 unconnected molecules or ions with the total composition C20H50FN6O5P3. Source: the Open Molecules 2025 dataset; level of theory: ωB97M-V with the def2-TZVPD basis set.

```
85
Properties=species:S:1:pos:R:3:mulliken_charge:R:1
C 2.648 4.128 0.976 -0.8047
C 3.837 4.543 2.076 0.0874
F 4.379 3.360 2.784 -0.3423
C 4.965 5.545 1.431 -0.5567
C 6.308 4.801 0.857 0.8066
P 7.620 6.111 0.269 0.0339
C 6.766 7.504 -0.757 -0.9073
C 8.545 6.857 1.767 -0.8577
C 6.159 3.876 -0.489 -0.6379
O 6.359 2.455 -0.151 -0.2969
C 7.014 2.551 1.183 0.4549
O 7.388 1.384 1.748 -0.5425
O 7.117 3.941 1.734 -0.3497
H 1.741 3.639 1.547 0.1369
H 2.268 5.151 0.506 0.2888
H 3.161 3.416 0.194 0.2330
H 3.261 5.185 2.902 0.2529
H 5.187 6.440 2.179 0.2582
H 4.445 6.061 0.488 0.2904
H 5.746 7.838 -0.244 0.2499
H 7.475 8.448 -0.778 0.3348
H 6.542 7.153 -1.876 0.2486
H 7.789 7.055 2.666 0.2625
H 9.056 7.872 1.405 0.3192
H 9.399 6.099 2.107 0.2781
H 7.124 4.173 -1.125 0.4207
H 5.304 4.190 -1.226 0.2905
C -4.470 0.239 1.017 -0.8496
N -3.729 1.427 1.425 0.0224
C -4.633 2.554 1.606 -1.0143
P -2.093 1.847 1.159 0.7853
O -1.928 2.224 2.652 -0.7639
N -1.065 0.449 1.391 0.1917
C -1.593 -0.890 1.652 -0.9504
C 0.025 0.642 2.375 -0.7030
N -2.282 1.413 -0.557 0.1667
C -3.128 2.257 -1.382 -1.0147
C -1.823 0.233 -1.265 -1.1186
H -4.556 0.129 -0.068 0.2173
H -5.489 0.237 1.410 0.5038
H -4.047 -0.672 1.426 0.1534
H -4.795 3.101 0.665 0.2957
H -4.225 3.268 2.327 0.2908
H -5.615 2.265 1.993 0.3638
H -2.175 -0.925 2.593 0.3196
H -0.774 -1.622 1.737 0.3421
H -2.198 -1.270 0.829 0.1399
H -0.351 0.557 3.404 0.3459
H 0.500 1.619 2.257 -0.0087
H 0.810 -0.113 2.251 0.3317
H -4.187 1.985 -1.294 0.3146
H -2.881 2.204 -2.451 0.3411
H -3.022 3.310 -1.099 0.3054
H -2.528 -0.591 -1.172 0.3960
H -0.827 -0.091 -0.952 0.2933
H -1.707 0.425 -2.344 0.3502
C -4.472 -6.534 -0.602 -0.8664
N -3.950 -5.182 -0.755 0.1816
C -5.031 -4.208 -0.701 -0.7741
P -2.522 -4.635 -1.521 0.9115
O -2.176 -3.758 -0.292 -0.7744
N -1.187 -5.702 -1.144 0.0904
C -1.351 -6.939 -0.381 -1.1387
C -0.007 -5.029 -0.556 -1.0446
N -2.919 -5.642 -2.934 -0.0039
C -4.066 -5.261 -3.739 -1.0542
C -2.348 -6.908 -3.353 -0.9327
H -4.727 -7.014 -1.552 0.2602
H -5.378 -6.557 0.008 0.4027
H -3.792 -7.181 -0.059 0.1836
H -5.478 -4.039 -1.692 0.2644
H -4.667 -3.241 -0.342 0.0086
H -5.839 -4.494 -0.019 0.3924
H -1.731 -6.744 0.640 0.3032
H -0.390 -7.469 -0.285 0.3861
H -1.997 -7.660 -0.883 0.3162
H -0.161 -4.820 0.512 0.3350
H 0.212 -4.089 -1.068 0.3211
H 0.889 -5.655 -0.638 0.3322
H -5.005 -5.644 -3.322 0.3078
H -4.011 -5.632 -4.772 0.3666
H -4.145 -4.171 -3.814 0.2948
H -2.826 -7.749 -2.853 0.2981
H -1.265 -6.955 -3.209 0.2794
H -2.475 -7.074 -4.434 0.3539
```

Calculated values
HOMO-LUMO gap   6.4 eV
SMILES   C[C@@H](F)C[C@]1(P(C)C)COC(=O)O1.CN(C)P(=O)(N(C)C)N(C)C.CN(C)P(=O)(N(C)C)N(C)C
Total energy   -2620.22801 Ha
Multiplicity   1
HOMO energy   -7.7083 eV